{
  "formula": "C46H47BInN10O3S",
  "method": "ωB97M-V/def2-TZVPD",
  "elements": ["In", "C", "C", "C", "C", "C", "N", "N", "B", "N", "N", "C", "C", "C", "C", "C", "N", "N", "C", "C", "C", "C", "C", "H", "H", "H", "H", "H", "H", "H", "H", "H", "H", "H", "H", "H", "H", "H", "H", "H", "H", "H", "H", "H", "H", "C", "C", "C", "C", "C", "C", "C", "S", "O", "O", "N", "C", "C", "C", "C", "C", "C", "C", "C", "N", "C", "H", "H", "H", "H", "H", "H", "H", "H", "H", "H", "H", "H", "H", "O", "C", "C", "C", "C", "C", "C", "C", "N", "C", "C", "N", "H", "H", "H", "H", "H", "H", "H", "C", "C", "C", "C", "C", "C", "H", "H", "H", "H", "H"],
  "positions_angstrom": [[-0.007, -0.367, 0.191], [-3.038, 3.462, -0.694], [-1.583, 3.805, -0.735], [-0.989, 5.085, -0.745], [0.370, 4.847, -0.789], [1.492, 5.836, -0.807], [0.536, 3.507, -0.812], [-0.652, 2.869, -0.775], [1.864, 2.744, -0.862], [1.856, 1.530, -1.842], [1.314, 0.303, -1.597], [1.728, -0.520, -2.560], [1.421, -1.978, -2.598], [2.499, 0.199, -3.481], [2.564, 1.485, -2.988], [3.291, 2.653, -3.574], [2.287, 2.318, 0.558], [1.420, 1.791, 1.460], [2.078, 1.719, 2.611], [1.466, 1.232, 3.885], [3.395, 2.183, 2.451], [3.488, 2.552, 1.127], [4.673, 3.101, 0.398], [-3.617, 4.187, -1.268], [-3.207, 2.465, -1.104], [-3.412, 3.462, 0.333], [-1.482, 6.045, -0.715], [1.076, 6.842, -0.806], [2.136, 5.726, 0.069], [2.118, 5.719, -1.694], [2.695, 3.503, -1.273], [1.385, -2.393, -1.594], [0.465, -2.173, -3.084], [2.199, -2.501, -3.153], [2.974, -0.176, -4.374], [3.701, 2.361, -4.540], [2.629, 3.507, -3.717], [4.111, 2.977, -2.931], [0.381, 1.188, 3.816], [1.832, 0.234, 4.126], [1.748, 1.896, 4.704], [4.171, 2.239, 3.199], [5.514, 3.161, 1.088], [4.958, 2.454, -0.435], [4.480, 4.096, -0.006], [-3.571, -5.761, 5.048], [-2.872, -5.277, 3.802], [-3.397, -4.230, 3.055], [-2.744, -3.757, 1.925], [-1.561, -4.352, 1.519], [-1.024, -5.405, 2.249], [-1.678, -5.861, 3.382], [-0.685, -3.870, 0.034], [0.692, -3.720, 0.419], [-0.969, -4.917, -0.925], [-1.249, -2.442, -0.434], [-2.365, -2.458, -1.295], [-3.348, -3.440, -1.319], [-4.405, -3.428, -2.244], [-4.539, -2.434, -3.165], [-3.598, -1.385, -3.166], [-3.660, -0.314, -4.084], [-2.707, 0.658, -4.056], [-1.687, 0.575, -3.089], [-1.616, -0.387, -2.203], [-2.532, -1.380, -2.230], [-4.129, -4.952, 5.519], [-2.854, -6.152, 5.771], [-4.278, -6.562, 4.815], [-4.319, -3.755, 3.375], [-3.146, -2.918, 1.374], [-0.093, -5.852, 1.918], [-1.256, -6.684, 3.950], [-3.289, -4.267, -0.634], [-5.118, -4.244, -2.224], [-5.337, -2.441, -3.898], [-4.464, -0.294, -4.813], [-2.722, 1.489, -4.749], [-0.919, 1.332, -3.036], [1.983, -1.045, 0.572], [2.677, -1.873, 1.285], [3.977, -2.209, 0.828], [4.809, -3.053, 1.523], [4.389, -3.627, 2.727], [3.128, -3.319, 3.192], [2.269, -2.446, 2.515], [0.957, -2.145, 3.072], [-0.035, -1.475, 2.509], [-1.044, -1.391, 3.442], [-0.664, -2.008, 4.588], [0.604, -2.484, 4.343], [4.283, -1.770, -0.115], [5.793, -3.285, 1.131], [5.031, -4.305, 3.274], [2.790, -3.804, 4.103], [-1.969, -0.882, 3.225], [-1.167, -2.168, 5.525], [1.178, -2.983, 4.995], [-4.010, 1.481, 2.516], [-4.154, 0.445, 1.605], [-3.052, -0.012, 0.886], [-1.788, 0.550, 1.063], [-1.668, 1.615, 1.958], [-2.763, 2.074, 2.681], [-4.863, 1.831, 3.087], [-5.126, -0.014, 1.454], [-3.191, -0.829, 0.189], [-0.704, 2.096, 2.070], [-2.645, 2.895, 3.380]],
  "atomic_forces_ev_per_a": [[-0.07, -0.16, 0.32], [0.06, -0.03, 0.05], [-0.03, 0.13, -0.08], [-0.04, -0.04, 0.08], [-0.15, 0.05, 0.00], [-0.03, -0.12, 0.02], [0.13, 0.00, -0.20], [0.02, -0.21, -0.19], [-0.07, -0.04, 0.17], [-0.27, 0.11, -0.05], [0.01, 0.06, 0.05], [-0.08, 0.17, -0.06], [-0.13, 0.08, 0.07], [0.08, -0.03, 0.01], [0.01, -0.02, 0.02], [-0.04, -0.03, 0.04], [0.13, -0.04, -0.14], [0.13, -0.02, -0.04], [0.10, 0.01, -0.01], [-0.03, -0.07, -0.16], [-0.01, -0.01, 0.06], [0.00, -0.05, 0.09], [-0.06, -0.03, -0.02], [-0.04, -0.01, -0.02], [0.02, 0.01, 0.01], [0.00, -0.02, -0.03], [0.02, -0.03, -0.01], [0.02, 0.03, 0.01], [0.00, 0.00, -0.02], [0.01, 0.01, 0.01], [0.01, -0.06, 0.02], [0.00, -0.07, 0.08], [-0.06, -0.01, 0.02], [0.01, 0.01, -0.02], [-0.03, -0.02, 0.03], [0.00, 0.01, -0.01], [0.01, -0.01, 0.00], [0.00, 0.00, -0.02], [0.01, -0.02, 0.00], [-0.01, -0.09, 0.04], [-0.04, 0.01, 0.03], [-0.03, 0.00, -0.03], [0.01, 0.00, -0.02], [-0.01, 0.02, 0.01], [0.00, -0.02, 0.01], [0.02, -0.02, -0.12], [-0.01, 0.03, 0.08], [0.03, 0.03, 0.04], [0.06, -0.02, -0.03], [0.06, 0.03, 0.00], [0.00, -0.02, -0.04], [0.01, 0.02, -0.02], [-0.10, -0.01, -0.25], [0.07, 0.08, 0.09], [-0.01, 0.02, 0.09], [-0.20, 0.06, -0.30], [-0.05, -0.23, 0.07], [0.24, 0.19, 0.10], [-0.06, -0.06, 0.01], [-0.06, -0.02, -0.07], [0.12, 0.09, 0.11], [-0.02, -0.06, -0.01], [0.01, 0.11, -0.10], [0.02, -0.09, 0.26], [0.34, 0.18, 0.00], [0.06, -0.13, -0.03], [-0.01, -0.02, 0.01], [-0.02, 0.00, 0.00], [0.01, 0.01, 0.02], [0.03, 0.02, 0.00], [0.02, 0.04, -0.01], [-0.03, 0.01, 0.06], [0.02, 0.04, 0.01], [0.01, -0.12, 0.02], [0.02, 0.00, 0.03], [-0.01, 0.03, 0.03], [0.00, 0.02, 0.03], [0.01, -0.03, 0.01], [0.13, 0.17, 0.09], [-0.32, 0.01, -0.16], [0.09, 0.02, 0.16], [-0.01, 0.05, -0.08], [-0.07, -0.03, 0.10], [0.05, 0.01, -0.06], [-0.07, 0.01, -0.03], [-0.02, -0.03, -0.07], [-0.03, 0.12, 0.09], [0.00, 0.06, -0.11], [0.05, 0.01, -0.01], [-0.02, -0.06, -0.04], [-0.04, -0.03, 0.03], [0.00, 0.01, 0.03], [0.00, 0.01, -0.02], [-0.03, 0.00, -0.01], [0.02, 0.02, 0.02], [0.00, -0.02, 0.00], [0.00, 0.01, -0.02], [0.05, 0.00, 0.00], [0.00, -0.01, 0.00], [0.00, 0.01, 0.01], [0.10, 0.04, 0.08], [0.23, -0.01, -0.21], [-0.10, 0.00, -0.07], [0.02, -0.06, 0.01], [0.00, 0.01, -0.01], [0.01, 0.00, -0.01], [-0.06, 0.05, 0.08], [-0.10, 0.00, 0.01], [0.01, -0.01, -0.03]],
  "total_charge": -1,
  "orbital_gap_ev": 7.1,
  "e_homo_ha": -0.1728
}